No. 1
18
Properties=species:S:1:pos:R:3:forces:R:3:lowdin_charge:R:1 method="wB97M-V/def2-TZVPD" e_above_lowest_kj_mol=66.53 charge=0 smiles="CC(=O)N(C)C.O"
C -0.368100 -0.439823 2.076500 0.71 0.66 0.05 0.0038
C 0.582806 -0.417337 0.893439 0.37 -0.99 -0.11 -0.5257
O 1.358075 -1.362691 0.761521 -0.12 0.25 0.00 0.0181
N 0.541297 0.569227 -0.029245 -0.55 0.32 0.02 -0.1524
C 1.442322 0.472144 -1.156019 0.14 -0.02 -0.22 -0.0454
C -0.326903 1.722869 0.113719 0.35 0.19 0.07 -0.0516
H -1.188289 -1.107143 1.842521 -0.26 0.00 0.07 0.0841
H 0.214479 -0.845488 2.900254 -0.13 -0.24 -0.02 0.0849
H -0.704815 0.544213 2.393714 -0.31 -0.05 -0.12 0.0654
H 1.404025 -0.540420 -1.534531 0.33 -0.27 0.05 0.0831
H 2.469417 0.753577 -0.904828 -0.05 -0.22 0.08 0.0961
H 1.125089 1.104799 -1.974661 -0.30 0.34 0.05 0.0809
H 0.155220 2.471728 0.746470 -0.29 0.09 0.22 0.0942
H -0.505503 2.205873 -0.835565 0.11 -0.10 -0.43 0.0804
H -1.303072 1.438386 0.485598 -0.05 0.02 0.27 0.0821
O -1.864258 -1.895926 -2.024411 0.11 -0.11 -0.30 -0.0656
H -1.656117 -2.190020 -1.132592 0.12 -0.09 -0.07 0.0255
H -1.375674 -2.483967 -2.621883 -0.18 0.23 0.39 0.0421


No. 2
19
Properties=species:S:1:pos:R:3:forces:R:3:lowdin_charge:R:1 method="wB97M-V/def2-TZVPD" e_above_lowest_kj_mol=90.42 charge=+1 smiles=CNCC[NH2+]C
C -0.234863 2.130834 -0.972714 -0.54 0.38 0.20 -0.1048
N 0.610634 0.953931 -0.850267 0.25 0.06 0.38 -0.1437
C -0.056521 -0.309758 -1.130833 0.05 0.32 -0.03 -0.1982
C -0.977437 -0.633802 0.039146 0.00 -0.29 0.11 -0.1143
N -0.157722 -0.467154 1.282766 0.05 0.59 0.44 -0.0191
C 0.758614 -1.582272 1.670265 -0.69 -0.25 -0.16 0.0214
H -0.997134 2.165907 -0.184904 0.13 -0.12 0.02 0.0765
H -0.792388 2.177474 -1.912849 0.18 0.03 -0.17 0.0920
H 0.353810 3.040150 -0.839216 0.03 -0.18 -0.18 0.0954
H 1.458468 1.090693 -1.385389 -0.08 -0.29 -0.01 0.1260
H -0.634502 -0.267643 -2.060038 -0.03 -0.26 0.05 0.1335
H 0.685961 -1.103534 -1.181195 0.11 0.02 -0.36 0.1215
H -1.800779 0.067188 0.115276 -0.12 0.06 -0.02 0.1245
H -1.377617 -1.650036 0.003224 0.10 0.16 -0.01 0.1393
H -0.732851 -0.206517 2.083834 -0.17 -0.26 -0.10 0.1802
H 0.407273 0.380839 1.071135 0.17 -0.12 -0.25 0.1510
H 0.171097 -2.502612 1.684837 0.16 0.07 -0.07 0.1094
H 1.102882 -1.384783 2.676644 0.35 0.05 0.02 0.1058
H 1.562776 -1.651542 0.944690 0.07 0.02 0.15 0.1035


No. 3
20
Properties=species:S:1:pos:R:3:forces:R:3:lowdin_charge:R:1 method="wB97M-V/def2-TZVPD" e_above_lowest_kj_mol=146.41 charge=0
C -0.298297 -2.984034 0.046353 0.14 0.14 0.20 0.0328
C -0.497257 -1.823889 -0.584509 0.85 1.26 0.06 -0.1742
C -1.264763 1.897969 -0.240013 4.34 1.72 0.34 -0.2361
C -0.733608 -0.531752 0.158581 -1.68 -0.26 2.17 -0.2486
C -0.150414 0.790733 -0.360510 2.07 -1.73 -0.79 -0.3667
C 1.253778 1.143642 0.283403 -1.03 0.18 1.17 -0.0689
O -3.542558 -0.832398 -0.699463 0.46 0.29 -0.47 -0.2737
O -3.152336 0.258922 1.422697 0.50 0.82 0.00 -0.2781
O -2.420691 1.335412 -0.753240 -0.92 0.54 0.28 -0.2055
S -2.698614 0.013236 0.086620 0.74 -2.92 0.57 0.6777
H -0.165511 -3.969650 -0.403163 0.15 0.55 -0.29 0.0641
H -0.192159 -2.991277 1.138240 -0.59 0.04 -0.32 0.0686
H -0.261086 -1.566160 -1.621040 -0.70 -1.08 -0.20 0.1092
H -1.258496 2.340951 0.829426 -0.72 -1.09 -1.46 0.1592
H -0.848222 2.745390 -0.868343 -1.24 -0.87 0.35 0.1458
H -0.553233 -0.786401 1.283942 -0.52 1.06 -1.75 0.1524
H 0.163746 0.519106 -1.444949 -1.17 1.05 1.23 0.1571
H 2.104337 0.451040 0.048447 -1.19 0.17 0.09 0.0786
H 1.083153 1.103602 1.466979 0.78 0.78 -2.54 0.1217
H 1.563928 2.112047 -0.215677 -0.27 -0.65 1.35 0.0846


No. 4
50
Properties=species:S:1:pos:R:3:forces:R:3:lowdin_charge:R:1 method="wB97M-V/def2-TZVPD" e_above_lowest_kj_mol=22.04 charge=0 smiles="CCCCOc1ccc(C(=O)NCC(=O)NC[C@@H]2CCCO2)cc1"
C 2.584816 1.808709 7.629379 -0.10 -0.15 -0.17 -0.1088
C 2.444337 0.954577 6.375079 0.18 0.03 0.03 -0.2573
C 3.570185 1.182296 5.364795 -0.39 0.19 -0.17 -0.1819
C 3.443925 2.525442 4.640392 0.49 -0.22 0.26 -0.1959
O 2.245139 2.634617 3.899290 -0.28 0.01 -0.16 -0.0437
C 2.116064 1.990910 2.712086 -0.21 -0.04 -0.24 -0.2606
C 0.856247 2.092034 2.113457 0.10 0.06 0.24 0.0059
C 0.597040 1.492613 0.901393 0.17 -0.10 -0.02 -0.0198
C 1.595381 0.774114 0.244689 0.26 0.18 0.17 -0.1424
C 1.402443 0.121197 -1.077206 -0.13 -0.19 -0.01 -0.4524
O 2.318554 -0.071609 -1.857854 0.22 -0.01 -0.08 0.0594
N 0.140664 -0.296730 -1.341159 -0.45 0.05 -0.03 0.0722
C -0.244870 -0.767451 -2.644096 0.12 0.01 0.13 -0.0840
C -1.644272 -0.248326 -2.965364 0.55 -0.14 -0.10 -0.4734
O -2.345506 0.264540 -2.114661 -0.24 0.11 0.29 0.0572
N -2.012501 -0.408549 -4.247436 -0.08 -0.13 -0.34 0.0793
C -3.334331 -0.099955 -4.736441 -0.35 -0.27 -0.23 -0.1132
C -4.108124 -1.385602 -5.064124 -0.15 0.52 0.28 -0.3074
C -4.295670 -2.308247 -3.841621 0.07 -0.02 -0.15 -0.1142
C -3.382730 -3.498198 -4.142810 -0.02 0.06 -0.24 -0.1486
C -3.358119 -3.482370 -5.670056 -0.01 -0.39 0.13 -0.1987
O -3.360139 -2.116947 -6.030319 0.13 0.26 -0.03 -0.1101
C 2.854293 0.698127 0.829906 -0.25 -0.06 -0.22 -0.0067
C 3.119094 1.285863 2.051480 0.11 0.15 0.30 -0.0080
H 2.516836 2.867437 7.393527 0.00 0.15 0.05 0.0646
H 1.793238 1.570068 8.335703 -0.04 0.06 0.12 0.0693
H 3.542195 1.623288 8.112443 0.09 0.02 0.09 0.0726
H 2.442700 -0.099034 6.662878 -0.08 0.00 -0.04 0.1057
H 1.489935 1.169483 5.890563 -0.04 -0.11 0.00 0.1072
H 3.547369 0.379305 4.625102 0.13 0.00 -0.01 0.1041
H 4.537345 1.152183 5.870332 0.09 -0.03 -0.03 0.1173
H 3.388784 3.340561 5.365836 0.07 -0.05 -0.11 0.1215
H 4.315727 2.699822 3.998105 -0.11 0.05 0.04 0.1207
H 0.095293 2.659588 2.626059 -0.08 0.07 0.05 0.1192
H -0.380692 1.616464 0.458777 -0.10 0.01 -0.04 0.1138
H -0.635311 -0.028573 -0.750787 0.16 -0.02 -0.02 0.1157
H 0.492335 -0.420957 -3.375421 -0.13 -0.10 0.04 0.1311
H -0.261719 -1.866717 -2.669015 0.00 0.12 -0.14 0.1319
H -1.419919 -0.914755 -4.887416 0.10 0.04 0.15 0.1500
H -3.853912 0.466134 -3.961920 0.02 -0.01 -0.13 0.1286
H -3.248809 0.505336 -5.642841 -0.05 0.03 0.09 0.1277
H -5.079411 -1.103599 -5.495594 0.12 -0.04 0.05 0.1466
H -5.333469 -2.632111 -3.771084 -0.01 0.02 0.03 0.1145
H -4.028233 -1.800405 -2.917975 -0.05 0.03 0.07 0.1080
H -2.380692 -3.324441 -3.749016 0.02 -0.04 0.00 0.1000
H -3.760953 -4.435796 -3.743569 0.03 -0.06 0.05 0.1110
H -4.251667 -3.980673 -6.073572 0.09 0.00 0.01 0.1233
H -2.468614 -3.939441 -6.105992 -0.08 -0.03 0.01 0.1221
H 3.630649 0.160855 0.306118 0.06 -0.03 -0.05 0.1203
H 4.109074 1.194924 2.469958 0.06 0.00 0.08 0.1065


No. 5
67
Properties=species:S:1:pos:R:3:forces:R:3:lowdin_charge:R:1 method="wB97M-V/def2-TZVPD" charge=0 smiles="O=CO[C@](Br)(C(=O)C(F)(F)C(F)(F)C(F)(F)C(=O)O)c1ccncc1.COC(=O)OC.COC(=O)OC.COC(=O)OC"
O -0.517649 3.319719 2.368777 -0.26 -0.51 0.08 0.1038
C -0.327207 3.040000 1.233558 0.19 1.16 0.27 -0.3853
O -0.787455 1.836064 0.677362 1.18 0.10 -0.47 -0.0607
C 0.187641 0.786093 0.608136 -0.83 -0.02 0.71 -0.5738
Br 1.976111 1.518207 1.131265 -0.37 -0.67 -0.42 0.9481
C 0.331240 0.139562 -0.825176 -0.03 0.21 0.55 -0.2332
O 0.497400 -1.038602 -0.869208 0.15 -0.09 -0.40 0.1888
C 0.221125 0.902777 -2.201012 -1.63 0.74 0.11 -0.2897
F -0.223167 -0.008266 -3.125102 1.15 0.73 0.88 0.1180
F -0.796439 1.844859 -2.127253 1.08 -0.73 0.06 0.1083
C 1.499184 1.685759 -2.673280 -0.25 0.90 -0.86 -0.2805
F 1.591562 2.823683 -1.910988 0.18 -1.33 -0.43 0.1154
F 1.273958 2.118493 -3.968634 0.16 -0.68 1.59 0.1119
C 2.853731 0.874902 -2.699148 1.34 0.36 -1.64 -0.2940
F 3.608792 1.417982 -3.737253 -0.74 -0.40 0.90 0.1079
F 3.611248 1.024002 -1.585502 -1.28 -0.04 -0.73 0.1081
C 2.737954 -0.661367 -3.009414 0.31 -1.75 0.36 -0.3952
O 3.182622 -1.412945 -2.195354 -0.01 0.41 0.47 0.1722
O 2.204649 -1.174023 -4.160758 -0.55 1.75 0.66 0.1228
C -0.285812 -0.333538 1.575676 -0.95 -2.34 1.95 -0.1642
C 0.578868 -1.050281 2.483752 0.26 0.47 -0.46 -0.0301
C 0.165290 -2.118795 3.357271 -0.41 1.22 -1.52 -0.1064
N -1.115353 -2.543520 3.365119 0.90 1.11 -0.51 0.0498
C -1.944250 -1.874447 2.545721 -1.30 0.56 -1.08 -0.1506
C -1.677462 -0.800320 1.631349 2.36 0.11 0.58 0.0209
H 0.189137 3.819663 0.608990 -0.53 -1.25 -0.42 0.1550
H 1.656472 -1.926866 -3.861275 0.52 0.09 -0.33 0.1454
H 1.656023 -0.766128 2.499233 -0.99 -0.32 0.06 0.0693
H 0.919825 -2.620613 3.997037 -0.74 0.34 -0.49 0.1145
H -3.005391 -2.225052 2.557700 0.98 0.26 0.09 0.1105
H -2.466290 -0.339396 0.995989 0.63 -0.56 0.72 0.1219
C -2.124498 -0.337130 -9.777787 -0.05 -0.20 -0.30 -0.0454
O -2.132224 0.701375 -8.799260 0.06 0.02 0.14 0.0020
C -1.445539 0.412872 -7.687663 -0.06 0.15 0.01 -0.6114
O -0.852173 -0.612111 -7.469218 -0.08 0.11 -0.03 0.1237
O -1.533590 1.460450 -6.862716 -0.06 -0.07 -0.18 0.0140
C -0.840050 1.289870 -5.625324 0.03 0.03 0.10 -0.0537
H -2.709219 0.009144 -10.628020 0.00 0.20 0.18 0.0928
H -1.107805 -0.541272 -10.114759 -0.04 -0.09 0.14 0.0978
H -2.587226 -1.242004 -9.382733 0.16 0.01 0.04 0.0975
H 0.225404 1.150392 -5.799922 -0.12 -0.18 -0.06 0.0941
H -1.251842 0.451396 -5.069166 0.05 -0.05 -0.20 0.0880
H -0.980200 2.196429 -5.040186 -0.16 0.05 -0.26 0.0929
C -4.621228 5.334837 7.178188 -0.10 -0.07 0.33 -0.0471
O -4.522423 5.789531 5.829654 0.07 0.00 -0.12 -0.0004
C -3.445300 5.336201 5.175689 -0.05 0.07 -0.10 -0.6122
O -2.599596 4.608925 5.626863 -0.12 0.10 -0.03 0.1292
O -3.475135 5.833483 3.935281 -0.10 0.07 0.14 0.0048
C -2.376602 5.429786 3.114696 0.11 -0.01 -0.21 -0.0513
H -5.526754 5.763919 7.603417 0.01 0.09 -0.25 0.0921
H -4.701480 4.247965 7.213341 0.16 0.05 0.00 0.0976
H -3.766629 5.675936 7.763280 0.03 -0.15 -0.08 0.0974
H -2.368054 4.350858 2.987671 0.02 0.09 0.23 0.0722
H -1.433045 5.774712 3.537600 -0.04 -0.19 0.07 0.1011
H -2.508346 5.893001 2.137474 -0.22 0.11 0.15 0.0962
C 4.840096 -5.270988 1.592207 0.15 0.24 -0.24 -0.0427
O 4.521241 -6.407855 2.394696 -0.12 -0.05 0.11 0.0035
C 3.408002 -6.270505 3.122391 0.10 -0.14 -0.01 -0.6149
O 2.693121 -5.301947 3.145077 0.07 -0.06 0.02 0.1153
O 3.227006 -7.396537 3.820200 0.08 0.11 -0.11 0.0033
C 2.064801 -7.390966 4.649066 -0.29 -0.08 0.23 -0.0430
H 5.756500 -5.498401 1.050932 -0.05 -0.21 0.15 0.0933
H 4.048085 -5.075680 0.868744 -0.03 0.08 0.15 0.0983
H 5.013807 -4.394789 2.217568 -0.16 -0.02 -0.04 0.0970
H 1.162708 -7.279701 4.046831 0.07 0.15 0.04 0.0987
H 2.128175 -6.599044 5.395902 -0.06 0.05 -0.15 0.0975
H 2.023657 -8.349759 5.162409 0.22 -0.01 -0.15 0.0930


No. 6
20
Properties=species:S:1:pos:R:3:forces:R:3:lowdin_charge:R:1 method="wB97M-V/def2-TZVPD" e_above_lowest_kj_mol=132.08 charge=0 smiles="CN=C(N)N.CC(=O)O"
C 0.036209 0.135067 1.374420 0.19 -0.88 1.88 -0.1277
N -0.888035 0.136933 0.276842 1.14 0.09 -1.18 0.0030
C -2.138659 0.273893 0.352154 -0.50 0.13 0.76 -0.5040
N -2.995048 0.266707 -0.788197 -0.51 -1.30 0.22 0.0886
N -2.838825 0.408503 1.544955 0.17 0.02 0.84 0.1252
H -0.431292 0.072993 2.374331 -0.19 0.33 -0.15 0.0549
H 0.658466 1.046397 1.412757 -0.17 -0.44 -0.37 0.0908
H 0.688414 -0.788652 1.459853 -0.52 1.06 -1.01 0.0992
H -2.924967 -0.666247 -1.181462 -0.13 0.07 -0.15 0.0834
H -2.881079 0.905861 -1.557594 0.65 0.47 0.39 0.0792
H -2.308371 0.304349 2.400139 0.38 0.16 -0.34 0.0661
H -3.706170 -0.073433 1.715983 -0.35 0.19 -0.97 0.0916
C 3.378271 -0.123460 -1.162201 0.87 1.95 1.13 -0.0038
C 2.012606 -0.717088 -1.340510 -0.21 0.28 0.36 -0.5900
O 1.649964 -1.798122 -0.950495 0.48 -0.17 -0.10 0.0772
O 1.107276 0.206351 -1.749111 0.17 -0.56 0.66 0.0361
H 4.199851 -0.665927 -0.720671 -0.24 -1.26 -0.32 0.0733
H 3.233381 0.623049 -0.335370 -0.28 -0.31 -0.66 0.0976
H 3.830429 0.503805 -1.940209 -0.70 -0.36 -0.31 0.0852
H 0.317581 -0.050978 -1.185615 -0.25 0.53 -0.69 0.0742


Calculated DFT total energy (a.u.), listed in the same order as above: -364.24283; -269.46625; -858.43319; -1112.00236; -5095.86846; -473.75246